Here is C25H34N2O6S in the gas phase from OMol25. Energies are from ωB97M-V/def2-TZVPD.

```
68
C25H34N2O6S ωB97M-V/def2-TZVPD
C -8.566 -2.738 0.939
C -7.241 -2.333 1.565
H -7.401 -1.556 2.320
H -6.737 -3.191 2.013
O -6.328 -1.840 0.581
C -6.446 -0.557 0.226
O -7.253 0.199 0.700
C -5.439 -0.204 -0.860
C -4.012 -0.544 -0.414
H -3.966 -1.573 -0.058
H -3.340 -0.441 -1.269
C -3.557 0.410 0.695
N -3.635 1.773 0.230
C -2.610 2.562 -0.167
O -2.795 3.585 -0.810
C -1.226 2.197 0.221
C -0.069 2.560 -0.414
C 0.995 2.043 0.394
C 2.387 2.060 0.311
C 3.089 1.453 1.325
C 2.469 0.833 2.407
C 1.092 0.804 2.511
C 0.372 1.411 1.491
O -0.967 1.502 1.379
H 0.592 0.340 3.345
H 3.096 0.400 3.169
S 4.876 1.365 1.199
O 5.431 1.200 2.509
O 5.337 2.445 0.378
N 5.157 -0.043 0.362
C 4.749 -0.049 -1.020
H 4.988 0.935 -1.425
C 5.498 -1.148 -1.778
C 5.047 -1.200 -3.233
H 3.983 -1.421 -3.297
H 5.228 -0.246 -3.723
H 5.590 -1.972 -3.772
C 5.263 -2.487 -1.077
H 5.847 -3.268 -1.567
C 5.626 -2.428 0.412
C 7.126 -2.266 0.640
H 7.360 -2.399 1.694
H 7.684 -3.003 0.067
H 7.445 -1.270 0.349
C 4.864 -1.269 1.063
H 5.183 -1.125 2.095
H 3.780 -1.477 1.046
H 5.297 -3.360 0.885
H 4.206 -2.753 -1.172
H 6.565 -0.913 -1.746
H 3.661 -0.218 -1.106
H 2.912 2.545 -0.495
C 0.098 3.316 -1.680
H -0.863 3.687 -2.022
H 0.540 2.677 -2.445
H 0.769 4.157 -1.518
C -4.985 2.163 -0.129
C -5.532 1.274 -1.246
H -6.570 1.543 -1.435
H -4.954 1.443 -2.156
H -4.957 3.204 -0.455
H -5.620 2.075 0.756
H -2.546 0.163 1.006
H -4.219 0.307 1.563
H -5.698 -0.830 -1.722
H -8.403 -3.474 0.155
H -9.057 -1.867 0.511
H -9.212 -3.167 1.699
```

Computed properties:
structure (SMILES) = CCOC(=O)C1CCN(C(=O)c2oc3ccc(S(=O)(=O)N4C[C@H](C)C[C@@H](C)C4)cc3c2C)CC1
Kohn-Sham gap = 9.03 eV
multiplicity = 1